[1]
Formula: C33H55Cl2F5N6O8P3
Source: the OMol25 dataset
Level of theory: the ωB97M-V functional and the def2-TZVPD basis

Values from the calculation:
Net charge: +1
Spin multiplicity: 1
Lowest unoccupied orbital energy (eV): -2.50

Element x y z (Å)
1 C 0.7890 5.4077 1.8441
2 C -5.3454 -3.9398 -0.4069
3 O -0.4611 4.6130 -2.1597
4 H 4.5616 -0.2858 1.4414
5 H 2.2668 0.3714 -2.2107
6 O -2.6380 1.3891 1.5883
7 C 0.0103 -0.4833 -0.8371
8 O -5.1312 -4.2482 4.4554
9 H 2.7197 2.7296 2.7201
10 C 1.4989 -0.9678 -0.6727
11 N 4.4617 5.9603 -4.1368
12 Cl 4.7027 -1.8877 -3.2049
13 C 5.0839 6.9989 -4.9375
14 C 5.6851 2.6661 -0.0755
15 H -0.5551 0.6839 0.7140
16 H -8.3188 -5.1103 -0.6485
17 H 0.6334 1.6217 2.7935
18 H -6.0093 -2.5425 1.0757
19 H -1.6692 -6.6027 4.0991
20 F 1.3701 -3.8845 -2.1078
21 H 0.0059 2.2298 -2.4082
22 H -1.8731 2.2737 -1.2015
23 C 1.9473 1.3291 0.4117
24 C -0.6350 5.5578 1.8317
25 Cl -4.6071 0.9969 -0.0017
26 H -6.3820 -6.2553 3.5965
27 F 1.7421 -4.7929 -0.1720
28 H -1.0673 -3.5123 -1.7847
29 C 0.5912 4.1426 -1.8235
30 H -0.6088 -3.7081 2.4852
31 H -7.8933 -3.7874 0.4564
32 H 2.1765 7.3569 -4.7976
33 H 2.2636 4.0038 1.1437
34 H -5.4257 -7.3246 4.6300
35 F 3.1614 -2.2288 0.3931
36 C 2.0400 -3.7053 -0.9622
37 C 2.3858 7.1968 -3.7389
38 H -0.0074 -2.1134 -3.0287
39 H 6.1480 0.4951 1.2406
40 C -5.3696 -6.5535 3.8598
41 H 6.5309 2.7753 0.6491
42 C 4.5612 1.8639 0.7423
43 H -2.6630 4.8861 1.3125
44 H 1.4828 4.7788 -1.6436
45 F 3.3538 -3.9329 -1.2603
46 C 2.5476 -0.6382 -1.8118
47 P -0.3871 -0.7791 -2.6847
48 H 5.3121 3.7033 -0.2532
49 H 3.5772 1.6597 -1.1322
50 H -2.3286 -3.7314 1.7525
51 H -0.5652 -4.0287 -0.0625
52 N -0.4352 0.8802 -0.3059
53 H 1.4402 7.0568 -3.2184
54 C -1.3627 -1.6899 1.7801
55 H -4.8737 -1.8862 -0.1115
56 H -2.2065 -6.9739 5.7505
57 C -2.5432 -6.7566 4.7353
58 P 1.9884 1.5787 2.3506
59 P -1.4171 -1.6262 -0.1287
60 C 0.7910 2.5672 -1.6805
61 N -1.0932 3.5841 0.6766
62 N -3.3232 -5.5336 4.7569
63 O -4.2216 -4.1983 -0.8288
64 H -2.3290 0.6474 -1.4794
65 N -6.2796 -4.9133 -0.3155
66 C -4.6164 -5.3544 4.3754
67 C -1.5611 -3.1663 2.3240
68 H 1.7594 2.3964 -2.1916
69 O 2.2855 -1.9188 -3.9070
70 H -1.8062 -0.8184 -2.9069
71 H -4.8821 -6.9509 2.9673
72 H -2.8837 -4.6893 5.0903
73 H -2.3126 -1.1811 2.0820
74 C -5.7264 -2.5490 0.0209
75 H -1.0307 6.4833 2.3082
76 C 1.8600 -2.4093 -0.1040
77 C 2.9120 -1.4977 -3.0078
78 O 2.8595 4.9999 -2.9043
79 O 0.2125 0.1672 -3.6687
80 H 5.3112 6.5896 -5.9229
81 C 0.6113 1.9821 -0.2246
82 H 6.0156 7.2991 -4.4554
83 H 3.0840 3.1044 -0.3985
84 C -1.2263 -3.3996 -0.6912
85 C -1.5811 4.6554 1.2777
86 H 4.5784 2.3575 1.7354
87 C 0.1786 3.2811 0.5860
88 H 5.3201 -0.0101 -0.2486
89 H 2.8854 8.0718 -3.3196
90 H 4.9773 5.1084 -3.9726
91 C 5.1324 0.3897 0.7742
92 C 3.2691 2.0336 -0.1183
93 C 1.1808 4.1887 1.1528
94 H -5.9500 -5.8172 -0.6206
95 O 2.7044 0.4525 3.0397
96 H -2.0075 -3.0245 3.3437
97 C -7.6479 -4.8009 0.1545
98 H 4.4420 7.8671 -5.0492
99 F 1.2470 -2.7692 1.0718
100 H -7.7806 -5.4718 1.0048
101 H 1.2460 -0.3884 1.1826
102 N 1.9793 -0.1312 0.5042
103 C 3.2420 5.9722 -3.5574
104 H 3.5012 -0.4280 -1.2676
105 H 1.5053 6.1042 2.3034
106 H -2.2574 -3.8163 -0.5282
107 H -0.4839 -1.1739 2.2216
108 H -3.1160 -7.5989 4.3597
109 C -2.8643 1.2606 0.4407
110 C -1.8094 1.2620 -0.7187
111 H -6.5508 -2.1784 -0.5911
112 H 5.9904 2.1340 -0.9990

[2]
Formula: C26H23N4O7ReS2
Source: the OMol25 dataset
Level of theory: the ωB97M-V functional and the def2-TZVPD basis

Values from the calculation:
Net charge: +1
Spin multiplicity: 2
⟨S²⟩: 0.757
Lowest unoccupied orbital energy (spin up / spin down) (eV): -4.50 / -4.21
Energy relative to the best compared isomer or geometry (same formula, charge and spin) (kJ/mol): 0.00

Element x y z (Å)
1 C -1.4004 -4.6956 2.7252
2 H -0.3578 4.3257 1.1813
3 C -1.8105 -3.4189 3.0317
4 Re -0.0332 1.3528 -0.0632
5 H -0.3485 -7.3810 3.3473
6 C -1.0425 -6.8999 2.6568
7 N 2.0199 0.7603 -0.6681
8 C 5.9932 -0.5951 -1.5991
9 C 0.0162 1.6930 3.1458
10 C 3.5944 0.0320 -2.3100
11 C -2.6231 1.0493 -1.9076
12 H 4.9847 0.0397 0.7503
13 H 1.6392 4.7243 -1.5471
14 C -5.6539 0.1697 -3.8535
15 N -7.9319 1.3800 -1.3300
16 H 0.6005 -4.1704 0.0226
17 O 0.8052 1.9844 1.9691
18 C 2.9718 0.6068 0.2657
19 C 2.3344 0.4550 -1.9322
20 O -0.2718 -0.3336 0.7381
21 C -4.8154 0.6611 -2.8032
22 C -3.1714 1.6018 -0.7556
23 C -6.7968 1.3019 -1.4814
24 C 0.6876 4.1356 0.9231
25 O 6.6884 -0.9212 -0.6626
26 C 4.2465 0.1755 -0.0269
27 C 0.0396 -1.5931 0.2853
28 C -5.3756 1.2191 -1.6385
29 H -0.8454 2.3594 3.1957
30 H -1.7707 -7.6045 2.2549
31 C -4.5532 1.6925 -0.6275
32 S -0.8711 0.9609 -2.0639
33 H 2.6767 0.8149 1.2849
34 O 0.6531 -1.7466 -0.7375
35 H -0.1572 4.7888 -1.5194
36 C 0.7201 4.1418 -1.5088
37 H 3.7578 -0.2093 -3.3507
38 H -3.0009 0.1620 -3.8271
39 H 5.8344 -0.3380 -3.6550
40 H 7.3345 -0.9662 -3.0710
41 C 4.5806 -0.1096 -1.3445
42 H 2.4449 3.1772 1.6951
43 H 1.2030 5.0809 0.7540
44 H -1.6238 -1.3760 2.4190
45 H 0.6508 1.8051 4.0230
46 N -6.3250 -0.2307 -4.6944
47 C -1.3171 -2.3942 2.2271
48 H -2.4862 -3.2269 3.8521
49 C 1.3936 3.2982 1.9595
50 O -1.7335 -5.8497 3.3428
51 C -0.5405 -4.9643 1.6606
52 H -0.3130 0.6638 3.0417
53 H 1.3192 3.7403 2.9518
54 H 0.6729 3.4402 -2.3343
55 C -0.4578 -2.6603 1.1657
56 C -0.0558 -3.9726 0.8570
57 H 1.5433 0.5260 -2.6643
58 O -0.3137 -6.3030 1.5865
59 O 0.7205 3.3597 -0.2938
60 S -2.1089 2.1946 0.5117
61 C -3.4371 0.5881 -2.9333
62 H -4.9894 2.1241 0.2632
63 N 6.4059 -0.6258 -2.8840

[3]
Formula: C10H16N2O3
Source: the OMol25 dataset
Level of theory: the ωB97M-V functional and the def2-TZVPD basis

Values from the calculation:
Spin multiplicity: 1
Lowest unoccupied orbital energy (eV): 0.75
Energy relative to the best compared isomer or geometry (same formula, charge and spin) (kJ/mol): 167.96

Element x y z (Å)
1 C 2.1118 -0.1250 -0.6833
2 H -1.5015 -2.1756 -0.3478
3 C 2.8837 -1.0651 0.0785
4 O 2.3322 -1.4454 1.2495
5 N -1.7242 -0.7603 1.0653
6 H -1.2955 0.6471 -1.4647
7 H -3.0618 0.7034 1.5323
8 H 2.5819 1.7983 -1.3714
9 C -2.0570 -0.2210 -1.2579
10 O 0.7059 -2.1041 -0.6526
11 H -4.0977 -0.8211 -0.8548
12 C 0.1172 -1.0987 -0.4477
13 H -1.5539 -1.5057 1.7534
14 H -3.9416 0.8927 -0.7265
15 C 0.4666 1.3542 0.2950
16 H -0.0026 1.9189 -0.4316
17 H 2.1273 1.5663 1.6324
18 C 1.7954 1.9323 0.5488
19 C 2.7062 1.3234 -0.4231
20 O 4.0155 -1.4292 -0.1988
21 H 3.7214 1.3318 -0.2633
22 H -2.3219 -0.5251 -2.3100
23 H -3.8113 -0.8893 1.6703
24 H 2.1982 -0.2978 -1.7323
25 H -0.1094 1.2697 1.2241
26 C -3.4144 -0.0150 -0.4833
27 H 1.7877 3.0268 0.4735
28 H 3.0428 -1.9280 1.6454
29 C -1.3547 -1.1686 -0.2164
30 C -3.0787 -0.2581 1.0540
31 N 0.7325 0.0681 -0.3568